Molecular formula: C5H17N2ORu
Method: DFT, ωB97M-V/def2-TZVPD

Summary:
Lowest unoccupied orbital energy (spin up / spin down): -3.21 / -4.19 eV
HOMO-LUMO gap (spin up / spin down): 0.2525 / 0.3087 Eh
Relative energy (zero: lowest compared OMol25 entry of this formula, charge and spin): 34.39 kJ/mol
Electronic energy: -479.94254 Ha
Molar mass: 222.27 g mol⁻¹

The geometry in ORCA input format:
```
! wB97M-V def2-TZVPD RIJCOSX def2/J DEFGRID3
* xyz 1 5
C -1.8832 -2.3944 -3.2509
Ru 0.0578 1.6212 -0.9904
N -0.7634 3.4800 -1.3879
H -0.7221 1.1924 -2.2443
H -1.4947 3.8819 -0.7827
H -1.9629 -1.8234 -4.1378
H -2.7455 -3.0299 -3.1060
H -1.7980 -1.6910 -2.4297
H -0.9531 -2.9659 -3.2378
H -0.0485 4.2023 -1.5061
H -1.1910 3.3430 -2.3099
C 1.8664 -1.0637 2.5338
N 0.7201 -0.2518 2.0842
C 0.0919 0.5516 3.1302
C 0.3948 -0.0794 0.8164
C 1.0235 -0.8802 -0.2645
O -0.5198 0.8140 0.5500
H 2.0404 -0.8446 3.5898
H 2.7792 -0.8133 1.9769
H 1.6960 -2.1430 2.4232
H 0.1461 1.6123 2.8623
H -0.9603 0.2667 3.2284
H 0.6343 0.3549 4.0601
H 0.6267 -1.9143 -0.2821
H 0.8662 -0.4156 -1.2581
H 2.0993 -1.0097 -0.0672
*
```

Results of the Löwdin charge analysis, in e, for atoms 1 through 5:
1. C -0.040
2. Ru 0.983
3. N -0.108
4. H -0.077
5. H 0.083